No. 1
Here is a structure of composition C26H21BF7LiN5O5S2Sb from the Open Molecules 2025 dataset. Energies are from ωB97M-V/def2-TZVPD.

Output
2S+1: 2
Kohn-Sham gap (spin up / spin down), eV: 7.518 / 7.481
Expectation value of S²: 0.75
Lowest unoccupied orbital energy (spin up / spin down), eV: 2.15 / 2.11
Molar mass, g/mol: 820.12
Total energy, Ha: -3421.8952
HOMO energy (spin up / spin down), eV: -5.4 / -5.4
Charge: -1
Energy relative to the best compared isomer or geometry (same formula, charge and spin), kcal/mol: 100.4

Last column: natural (NBO) charge in e.
Positions of all 69 atoms, in Å:
Li: -0.924 0.481 1.918  0.8825
N: -1.883 0.517 5.405  -0.8028
C: -0.557 0.775 5.234  0.2787
N: 0.143 0.397 4.211  -0.5033
C: 1.472 0.732 4.370  0.1150
C: 1.780 1.394 5.510  -0.4469
S: 0.363 1.596 6.470  0.3297
C: 2.429 0.335 3.329  0.1306
C: 3.778 0.292 3.454  -0.4486
S: 4.491 -0.262 1.983  0.3335
C: 2.893 -0.422 1.310  0.2625
N: 1.940 -0.079 2.111  -0.4768
N: 2.684 -0.828 0.013  -0.8228
H: -2.326 0.119 4.588  0.4291
H: -2.432 1.210 5.884  0.3905
H: 2.731 1.800 5.811  0.2301
H: 4.379 0.517 4.319  0.2321
H: 3.262 -1.587 -0.308  0.3840
H: 1.691 -0.941 -0.174  0.4171
C: -0.513 5.072 -3.571  -0.6171
C: 0.137 3.744 -3.935  -0.0209
C: -0.423 3.227 -5.251  -0.3973
C: 0.232 1.914 -5.636  -0.4184
C: 0.078 0.916 -4.521  -0.0230
C: 0.050 -0.435 -4.778  -0.2529
C: -0.092 -1.340 -3.733  0.3820
F: -0.130 -2.657 -4.035  -0.3304
C: -0.200 -0.933 -2.436  -0.2574
C: -0.163 0.438 -2.150  -0.0586
C: -0.239 0.854 -0.732  0.5009
O: -0.259 -0.034 0.139  -0.7091
C: -0.241 2.270 -0.509  -0.3034
C: -0.130 3.092 -1.585  0.1139
N: -0.053 2.723 -2.883  -0.3638
C: -0.045 1.366 -3.190  0.1440
C: -0.311 2.999 0.856  0.7945
O: -0.078 4.215 0.808  -0.7370
O: -0.604 2.308 1.860  -0.8160
H: -0.479 5.723 -4.445  0.2130
H: -0.009 5.587 -2.757  0.2278
H: -1.557 4.922 -3.291  0.2236
H: 1.216 3.901 -4.061  0.1878
H: -0.251 3.983 -6.019  0.2122
H: -1.505 3.098 -5.149  0.2110
H: 1.296 2.088 -5.830  0.2105
H: -0.196 1.513 -6.555  0.2179
H: 0.129 -0.805 -5.793  0.2193
H: -0.331 -1.634 -1.622  0.2571
H: -0.091 4.146 -1.353  0.2540
F: -2.304 -0.612 2.749  -0.7240
Sb: -4.156 -0.438 2.198  3.1747
F: -4.678 -0.889 3.959  -0.6873
F: -5.919 -0.186 1.595  -0.6811
F: -4.048 1.365 2.745  -0.6802
F: -3.390 0.009 0.523  -0.6834
F: -4.224 -2.259 1.726  -0.6787
O: 1.627 -3.220 2.156  -0.7108
B: 0.470 -2.458 2.313  0.9883
O: -0.616 -3.063 1.708  -0.6973
C: -0.126 -4.222 1.157  0.2853
C: -0.797 -5.182 0.437  -0.2636
C: -0.044 -6.267 -0.010  -0.2220
C: 1.316 -6.369 0.264  -0.2297
C: 1.984 -5.386 0.996  -0.2455
C: 1.229 -4.321 1.429  0.2025
H: -1.855 -5.085 0.234  0.2366
H: -0.529 -7.048 -0.581  0.2103
H: 1.868 -7.226 -0.098  0.2077
H: 3.040 -5.451 1.216  0.2200

---

No. 2
Here is a cluster of 13 separate species, C4H32NO12 in total in a non-equilibrium geometry from the Open Molecules 2025 dataset. Energies are from ωB97M-V/def2-TZVPD.

Output
Kohn-Sham gap, eV: 9.043
Lowest unoccupied orbital energy, eV: -2.89
Molar mass, g/mol: 286.30
Total energy, Ha: -1128.8580
HOMO energy, eV: -11.9
Charge: +1
Energy relative to the best compared isomer or geometry (same formula, charge and spin), kcal/mol: 126.6

Last column: natural (NBO) charge in e.
Positions of all 49 atoms, in Å:
C: -1.192 -1.521 2.742  -0.6627
C: -0.587 -2.316 1.630  0.1753
C: 0.015 -3.474 1.701  -0.4128
C: 0.095 -1.377 -0.518  0.2056
N: -0.890 -1.650 0.375  -0.5210
H: -0.299 -1.211 3.397  0.2545
H: -1.726 -0.670 2.414  0.2092
H: -1.771 -2.086 3.474  0.2430
H: 0.265 -4.009 0.753  0.2232
H: 0.391 -4.107 2.393  0.2237
H: -0.208 -0.676 -1.264  0.2144
H: 1.050 -2.013 -0.578  0.2491
H: -1.798 -1.219 0.100  0.4523
H: 3.415 2.098 -0.079  0.4940
H: 3.948 1.587 -1.345  0.4826
O: 4.059 1.495 -0.445  -0.9342
H: 1.582 0.471 0.991  0.4900
H: 0.326 1.026 1.275  0.4959
O: 0.664 0.297 0.766  -0.9376
H: -3.855 0.412 -0.031  0.5287
H: -3.377 -0.271 -1.337  0.4865
O: -3.248 -0.449 -0.412  -0.9765
H: 0.107 0.755 -4.002  0.4662
H: 0.846 -0.480 -4.397  0.4764
O: 0.662 0.023 -3.597  -0.9393
H: 1.084 3.706 0.086  0.4691
H: 1.310 4.123 -1.316  0.4704
O: 1.461 3.432 -0.687  -0.9360
H: -1.195 2.343 4.047  0.4713
H: -0.904 1.643 2.750  0.4645
O: -0.676 1.667 3.677  -0.9354
H: -1.587 1.191 0.125  0.4800
H: -1.173 2.621 -0.222  0.5048
O: -1.131 1.929 0.447  -0.9872
H: -0.836 -4.651 -1.230  0.4852
H: 0.416 -3.918 -1.467  0.4957
O: -0.483 -3.694 -1.121  -0.9649
H: 3.924 0.029 0.210  0.4967
H: 4.274 -1.454 0.419  0.4722
O: 3.549 -0.827 0.373  -1.0023
H: -0.578 4.010 -2.530  0.4900
H: -2.017 3.737 -1.987  0.4823
O: -1.068 3.854 -1.733  -0.9626
H: -3.663 3.512 -0.248  0.4647
H: -3.322 2.934 1.046  0.4861
O: -3.969 2.742 0.276  -0.9459
H: 2.946 -3.097 -2.281  0.4806
H: 2.651 -2.452 -1.087  0.4902
O: 2.183 -2.995 -1.798  -0.9563

---

No. 3
Here is a structure of composition C20H23F6GeIN3O6S2W in a non-equilibrium geometry from the Open Molecules 2025 dataset. Energies are from ωB97M-V/def2-TZVPD.

Output
Kohn-Sham gap, eV: 4.958
Lowest unoccupied orbital energy, eV: -7.01
Molar mass, g/mol: 962.90
Total energy, Ha: -5228.4954
HOMO energy, eV: -12.0
Charge: +1
Energy relative to the best compared isomer or geometry (same formula, charge and spin), kcal/mol: 0.0

Last column: natural (NBO) charge in e.
Positions of all 63 atoms, in Å:
W: 0.065 -0.506 -0.617  1.5769
C: -1.409 1.190 3.742  -0.6607
C: -0.135 0.457 3.509  0.2296
N: 0.668 0.287 4.538  -0.3711
C: 1.829 -0.323 4.465  0.0543
C: 2.325 -0.834 3.275  -0.0288
C: 3.688 -1.485 3.189  -0.0927
O: 3.647 -2.714 2.502  -0.7238
C: 1.522 -0.660 2.139  -0.1478
C: 1.895 -0.996 0.768  0.0780
N: 1.942 0.102 -0.091  -0.4552
C: 2.318 -0.321 -1.383  0.0950
C: 3.272 0.316 -2.181  -0.2109
C: 3.613 -0.278 -3.385  -0.1395
C: 3.032 -1.474 -3.780  -0.1508
C: 2.048 -2.076 -3.000  -0.2163
C: 1.646 -1.510 -1.790  -0.1598
I: -0.911 -0.280 -3.243  0.0840
C: 0.261 -0.044 2.255  0.2896
O: -0.477 -0.015 1.134  -0.6605
H: -1.239 1.922 4.527  0.2515
H: -2.178 0.495 4.077  0.2410
H: -1.740 1.690 2.834  0.2373
H: 2.386 -0.376 5.390  0.2129
H: 4.104 -1.597 4.195  0.2000
H: 4.354 -0.838 2.609  0.1963
H: 3.419 -3.422 3.112  0.4876
H: 2.707 -1.725 0.669  0.2783
H: 3.766 1.209 -1.828  0.2508
H: 4.360 0.184 -4.012  0.2449
H: 3.326 -1.937 -4.709  0.2450
H: 1.568 -2.976 -3.363  0.2473
F: -5.084 0.254 0.017  -0.2826
C: -4.165 0.898 0.714  0.7799
F: -4.702 1.950 1.296  -0.2784
F: -3.690 0.077 1.651  -0.3048
S: -2.704 1.332 -0.374  2.2516
O: -2.081 0.014 -0.575  -0.9225
O: -3.112 2.009 -1.539  -0.8574
N: -1.817 2.200 0.603  -1.1866
S: -0.333 2.413 0.170  2.2430
O: 0.642 2.389 1.195  -0.8685
O: -0.030 1.530 -0.980  -0.9337
C: -0.284 4.151 -0.571  0.7811
F: -0.522 4.093 -1.872  -0.2878
F: -1.205 4.901 0.013  -0.2838
F: 0.909 4.693 -0.375  -0.2878
C: -0.793 -5.533 -0.381  -1.0334
Ge: 0.327 -3.963 0.176  1.5650
C: 0.515 -3.976 2.155  -1.0744
C: 2.110 -4.336 -0.637  -1.0530
C: -0.889 -2.468 -0.295  -1.1043
H: -0.289 -6.470 -0.171  0.2407
H: -0.979 -5.482 -1.451  0.2307
H: -1.747 -5.532 0.139  0.2363
H: 1.165 -4.797 2.446  0.2359
H: -0.453 -4.141 2.618  0.2419
H: 0.928 -3.052 2.543  0.2215
H: 2.523 -5.145 -0.039  0.2503
H: 2.811 -3.510 -0.618  0.2193
H: 2.009 -4.698 -1.655  0.2350
H: -1.588 -2.354 0.555  0.2623
H: -1.486 -2.770 -1.170  0.2819

---

No. 4
Here is a structure of composition C19H22BCl5N2O2Pt in a non-equilibrium geometry from the Open Molecules 2025 dataset. Energies are from ωB97M-V/def2-TZVPD.

Output
Kohn-Sham gap, eV: 5.950
Lowest unoccupied orbital energy, eV: -7.76
Molar mass, g/mol: 693.55
Total energy, Ha: -3441.8757
HOMO energy, eV: -13.7
Charge: +2
Energy relative to the best compared isomer or geometry (same formula, charge and spin), kcal/mol: 0.0

Last column: natural (NBO) charge in e.
Positions of all 52 atoms, in Å:
Pt: -1.074 -1.299 2.723  0.7893
N: -1.404 -0.003 4.368  -0.7966
C: -0.389 1.058 4.649  -0.2250
C: 1.021 0.494 4.707  -0.4485
C: 1.561 0.036 3.369  -0.2337
N: 0.951 -1.241 2.893  -0.7238
H: -2.298 0.460 4.217  0.4197
H: -1.532 -0.566 5.210  0.4170
H: -0.640 1.537 5.595  0.2379
H: -0.476 1.807 3.862  0.2233
H: 1.092 -0.308 5.449  0.2234
H: 1.673 1.289 5.070  0.2743
H: 2.637 -0.133 3.439  0.2423
H: 1.388 0.780 2.590  0.2280
H: 1.247 -2.013 3.492  0.4197
H: 1.321 -1.442 1.962  0.4497
Cl: 1.140 -3.612 0.552  0.1150
C: -0.563 -3.690 0.557  0.1340
C: -1.316 -2.684 1.182  -0.5075
C: -2.698 -2.903 1.267  0.0418
Cl: -3.423 -1.681 2.311  0.2065
C: -3.387 -3.948 0.730  -0.1064
Cl: -5.066 -4.100 0.931  0.1542
C: -2.611 -4.888 0.010  -0.0041
Cl: -3.394 -6.184 -0.737  0.1950
C: -1.215 -4.767 -0.059  -0.1458
Cl: -0.308 -5.946 -0.887  0.1510
C: 1.208 2.037 -5.057  -0.5969
C: 1.513 2.440 -3.606  -0.0850
C: 2.982 2.129 -3.316  -0.6102
C: 1.290 3.949 -3.431  -0.5961
C: 0.572 1.683 -2.670  0.0449
C: -0.813 1.857 -2.807  -0.1830
C: -1.749 1.209 -2.012  -0.2127
C: -1.239 0.361 -1.057  0.1872
O: -1.923 -0.431 -0.124  -0.6490
B: -0.928 -1.074 0.553  0.9956
O: 0.337 -0.732 0.144  -0.6968
C: 0.115 0.180 -0.906  0.2688
C: 1.052 0.818 -1.684  -0.2690
H: 1.876 2.568 -5.735  0.2263
H: 0.185 2.283 -5.342  0.2104
H: 1.355 0.966 -5.205  0.2140
H: 3.610 2.688 -4.009  0.2342
H: 3.210 1.070 -3.455  0.2094
H: 3.269 2.425 -2.305  0.2051
H: 1.958 4.500 -4.094  0.2268
H: 1.497 4.259 -2.406  0.2100
H: 0.269 4.241 -3.675  0.2105
H: -1.180 2.526 -3.572  0.2349
H: -2.812 1.357 -2.142  0.2464
H: 2.108 0.640 -1.539  0.2433

---

> Look up the energy relative to the best compared isomer or geometry (same formula, charge and spin) of the fourth one.

0.0 kcal/mol